Below is a molecular structure, C31H40FeGeN3O2PS2SiTe in a non-equilibrium geometry, with properties calculated with wB97M-V/def2-TZVPD.

Each line ends with the Mulliken charge.
Element x y z (Å)
Fe: 10.7226 14.1957 9.9404  0.353
C: 7.3938 19.8618 11.0742  -1.165
Si: 7.8228 18.6549 9.7554  0.288
C: 8.2451 19.3211 8.0433  -1.053
C: 6.4703 17.4187 9.5968  -1.003
C: 9.4957 17.9446 10.2984  -0.336
C: 10.4007 18.7814 10.9459  0.055
C: 11.6811 18.3403 11.3128  -1.081
C: 12.0788 17.0350 10.9371  -0.098
N: 11.1988 16.1937 10.3601  -0.269
C: 9.9740 16.6645 9.9353  1.342
S: 9.1497 15.5804 8.9558  -0.468
H: 6.3286 20.0716 11.1306  0.380
H: 7.9220 20.8007 10.8813  0.317
H: 7.7096 19.4994 12.0532  0.392
H: 7.3269 19.7924 7.6334  0.352
H: 8.5038 18.4931 7.4015  0.312
H: 9.0609 20.0520 8.0724  0.340
H: 5.5393 17.8875 9.8572  0.410
H: 6.6362 16.5532 10.2546  0.271
H: 6.4634 17.0281 8.5813  0.260
H: 10.0269 19.8136 11.1561  0.306
H: 12.3629 18.9563 11.9033  0.406
H: 13.0862 16.6548 11.1205  0.372
N: 7.1383 11.0614 11.6888  -0.202
C: 7.5336 12.0115 10.5723  -0.113
P: 7.8924 11.0403 9.0460  1.283
O: 7.7690 9.6152 9.4497  -0.911
O: 9.0550 11.6534 8.2904  -0.649
C: 6.4770 11.4045 7.9059  -0.868
N: 7.0902 11.6148 6.4691  -0.250
H: 7.6990 11.2253 12.5176  0.308
H: 7.3154 10.0936 11.3326  0.377
H: 6.1479 11.1375 11.8265  0.345
H: 8.4774 12.4491 10.9031  -0.624
H: 6.7425 12.8013 10.5169  0.500
H: 5.9099 12.3234 8.0988  0.386
H: 5.7198 10.6508 7.8003  0.438
H: 6.7063 12.5100 6.0912  0.373
H: 6.8251 10.8013 5.9126  0.379
H: 8.1407 11.6385 6.5694  0.213
Te: 11.2384 12.0991 11.5396  -0.254
C: 11.7024 10.0227 11.0791  0.159
C: 11.1897 9.3884 9.9689  0.207
C: 11.5164 8.0200 9.9028  -1.342
C: 12.2558 7.5913 10.9501  -0.251
S: 12.6242 8.8718 12.0288  -0.118
H: 10.6166 9.9481 9.2567  0.439
H: 11.1833 7.3558 9.0953  0.401
H: 12.6530 6.6066 11.1415  0.438
C: 14.5713 13.3616 11.3544  -1.609
Ge: 13.3466 12.8872 9.9057  1.312
C: 13.6158 14.3636 8.6055  0.474
C: 14.7529 15.2340 8.5719  -0.404
C: 14.8588 16.2669 7.6462  -0.753
C: 13.8438 16.4858 6.7045  -0.547
C: 12.7317 15.6387 6.6692  -0.941
C: 12.6542 14.5766 7.5817  0.081
C: 14.0916 11.2821 9.0003  0.964
C: 15.2781 10.7682 9.5052  -0.639
C: 16.1034 9.9238 8.7151  -1.001
C: 15.7618 9.5985 7.4106  -0.795
C: 14.5510 10.1076 6.8611  0.466
C: 14.1496 9.7749 5.5340  -0.698
C: 12.9221 10.1594 5.0599  -0.784
C: 12.0511 10.9099 5.8774  -1.193
C: 12.3725 11.1906 7.2074  0.729
C: 13.6620 10.8989 7.7140  -0.064
H: 15.5988 13.4158 11.0392  0.525
H: 14.4963 12.6150 12.1466  0.427
H: 14.3282 14.3484 11.7791  0.316
H: 15.5656 15.1352 9.2705  0.379
H: 15.7351 16.8920 7.5957  0.462
H: 13.9708 17.2263 5.9146  0.409
H: 11.9567 15.7430 5.9217  0.465
H: 11.8029 13.8930 7.5122  0.252
H: 15.5965 10.9146 10.5387  0.410
H: 17.0109 9.5746 9.1880  0.448
H: 16.3506 8.9161 6.7708  0.389
H: 14.8304 9.2118 4.8717  0.371
H: 12.6453 9.9054 4.0413  0.423
H: 11.1309 11.3121 5.4619  0.395
H: 11.6130 11.6050 7.8674  0.383

Total charge = +2
HOMO-LUMO gap (alpha / beta) = 6.49 / 6.13 eV
F_max = 2.907 eV Å⁻¹
Electronic energy = -178382.2081 eV
2S+1 = 5


Below is a single C4H3NOS2 molecule in a non-equilibrium geometry, with properties calculated with wB97M-V/def2-TZVPD.

Each line ends with the Mulliken charge.
Element x y z (Å)
C: -1.1295 -0.3570 -0.6096  0.245
C: 0.2364 0.5868 1.0861  0.081
C: 1.1171 -0.1183 0.1672  -0.277
C: 0.2787 -0.7762 -0.8541  -0.190
H: -1.8357 1.1451 0.8169  0.289
H: 2.0090 -0.5926 0.6634  0.424
H: 0.5458 -1.7706 -1.3019  0.442
N: -1.0755 0.4301 0.5760  -0.105
O: -2.0738 -0.5883 -1.3807  -0.561
S: 0.6502 1.5128 2.3455  -0.282
S: 1.2773 0.5283 -1.5088  -0.065

SMILES = O=C1NC(=S)[C@@H]2S[C@H]12
HOMO-LUMO gap = 8.43 eV
F_max = 3.414 eV Å⁻¹
Electronic energy = -29404.0710 eV
2S+1 = 1


Below is a molecular structure, C18H20AgF6N3O4, with properties calculated with wB97M-V/def2-TZVPD.

Each line ends with the Mulliken charge.
Element x y z (Å)
Ag: -0.4321 0.0188 -1.2508  0.202
O: -3.2101 -2.9374 4.7040  -0.495
C: -3.6970 -3.3103 3.4384  -0.536
C: -2.9742 -2.5415 2.3657  0.499
C: -3.2572 -2.7639 1.0216  -0.981
C: -2.5466 -2.0592 0.0706  -0.349
N: -1.5933 -1.1854 0.3672  -0.268
C: -1.3268 -0.9373 1.6565  0.359
C: -2.0069 -1.6019 2.6782  -0.226
C: -0.2721 0.0532 1.9371  0.462
C: 0.3565 0.1479 3.1765  -0.371
C: 1.3621 1.0848 3.3697  0.810
C: 2.0444 1.1829 4.7097  -0.759
O: 1.1344 1.2333 5.7819  -0.505
C: 1.6985 1.9092 2.3015  -0.960
C: 1.0155 1.7586 1.1063  -0.243
N: 0.0566 0.8652 0.9252  -0.545
H: -3.6943 -3.4116 5.3873  0.303
H: -4.7760 -3.1044 3.3525  0.317
H: -3.5423 -4.3868 3.2625  0.323
H: -4.0087 -3.4795 0.7320  0.443
H: -2.7477 -2.2034 -0.9804  0.434
H: -1.8052 -1.4003 3.7168  0.459
H: 0.0811 -0.4895 4.0006  0.288
H: 2.7249 2.0427 4.7363  0.368
H: 2.6420 0.2817 4.8770  0.276
H: 0.6353 2.0557 5.7331  0.321
H: 2.4651 2.6628 2.4022  0.383
H: 1.2300 2.3895 0.2543  0.492
C: -1.6915 4.0894 -3.1356  -1.144
C: -0.9679 2.8372 -2.6936  0.771
N: 0.3551 2.8312 -2.8369  -0.160
O: -1.5976 1.8823 -2.2443  -0.650
H: -1.0095 4.9242 -3.2660  0.362
H: -2.4616 4.3501 -2.4183  0.304
H: -2.1858 3.8763 -4.0788  0.277
H: 0.8488 3.5992 -3.2554  0.222
H: 0.8629 1.9481 -2.7001  0.140
C: 1.2206 -1.8726 -3.4625  -2.368
C: 2.0425 -0.5911 -3.2312  1.367
O: 1.4501 0.3182 -2.4454  -0.508
C: 2.3411 0.0544 -4.6097  0.479
F: 2.9455 -0.7671 -5.4843  -0.276
F: 3.1147 1.1413 -4.5177  -0.267
F: 1.2031 0.4541 -5.2009  -0.281
C: 3.4001 -1.0064 -2.6018  0.659
F: 4.0998 -1.8794 -3.3516  -0.286
F: 3.2102 -1.6067 -1.4154  -0.255
F: 4.2132 0.0292 -2.3787  -0.254
H: 0.2553 -1.5780 -3.8731  0.460
H: 1.0703 -2.3462 -2.4919  0.487
H: 1.7245 -2.5616 -4.1402  0.419

HOMO-LUMO gap = 7.95 eV
F_max = 0.820 eV Å⁻¹
Electronic energy = -51956.8814 eV
2S+1 = 1


Below is a single C6H13NO3 molecule in a non-equilibrium geometry, with properties calculated with wB97M-V/def2-TZVPD.

Each line ends with the Mulliken charge.
Element x y z (Å)
C: 0.6203 0.4676 0.3826  0.263
C: 1.8607 0.2222 -0.4610  0.222
C: -1.0664 -1.1364 1.1407  -0.865
C: -2.4405 0.1507 -1.4386  -1.451
C: 2.5763 -0.9903 0.1577  -1.347
N: -0.5112 -0.3529 0.0413  0.085
C: -1.4064 0.6845 -0.4765  0.418
O: 0.6668 1.1300 1.4127  -0.652
O: 2.6815 1.3611 -0.4811  -0.565
O: -1.9906 1.4587 0.5067  -0.593
H: -1.2741 1.7535 1.1117  0.391
H: 2.6868 1.7289 0.4131  0.373
H: -0.5410 1.3257 -0.9758  0.283
H: 1.5777 0.0048 -1.4930  0.333
H: -0.2742 -1.7717 1.5323  0.330
H: -1.4538 -0.5218 1.9644  0.301
H: -1.8778 -1.7382 0.7418  0.342
H: -2.9329 0.9800 -1.9402  0.396
H: -1.9739 -0.5108 -2.1643  0.331
H: -3.1891 -0.4093 -0.8796  0.364
H: 2.8007 -0.7987 1.2057  0.304
H: 1.9533 -1.8775 0.0775  0.351
H: 3.5078 -1.1603 -0.3781  0.385

SMILES = C[C@H](O)C(=O)N(C)[C@@H](C)O
HOMO-LUMO gap = 10.52 eV
F_max = 2.845 eV Å⁻¹
Electronic energy = -14064.7280 eV
2S+1 = 1